(1)
Molecular formula: C7H9N
Method: DFT, ωB97M-V with the def2-TZVPD basis set

## Properties
**Lowest unoccupied orbital energy**: 1.01 eV
**Gap between HOMO and LUMO**: 0.341 Ha
**E_HOMO**: -8.27 eV

Last column: Mulliken charge in e.
CARTESIAN COORDINATES (ANGSTROEM)
C (-1.38, 0.79, -1.69)  -0.720
C (-1.27, -0.19, -0.74)  0.143
C (-1.47, -0.36, 0.77)  -0.581
C (-0.30, -0.59, 1.58)  -0.783
C (1.13, -0.72, 0.86)  0.226
C (2.05, 0.56, 0.60)  -0.552
C (0.00, 0.53, -0.88)  0.034
H (-1.97, 0.57, -2.97)  0.232
H (-1.95, 1.69, -1.52)  0.263
H (-1.10, -1.14, -0.92)  0.371
H (-2.48, -0.28, 1.24)  0.351
H (-0.29, -1.00, 2.46)  0.574
H (1.43, -1.80, 1.33)  0.230
H (3.06, 0.60, 0.51)  0.308
H (1.61, 1.50, 0.94)  0.191
H (-0.05, 1.32, -0.11)  0.217
N (1.31, -0.23, -0.56)  -0.505

(2)
Molecular formula: C31H53ClN2O6P2Si2Sn
Method: DFT, ωB97M-V with the def2-TZVPD basis set

## Properties
**Lowest unoccupied orbital energy**: -1.59 eV
**Gap between HOMO and LUMO**: 0.184 Ha
**E_HOMO**: -6.61 eV

Last column: Mulliken charge in e.
CARTESIAN COORDINATES (ANGSTROEM)
Sn (-0.95, 0.07, 0.03)  1.174
C (1.85, -0.18, -2.47)  -0.373
C (1.21, -1.39, -2.87)  0.708
C (0.21, -1.02, -3.83)  -0.882
Si (1.72, -3.06, -2.17)  -0.197
C (0.20, 0.38, -3.95)  -0.844
C (1.20, 0.93, -3.08)  0.767
Si (1.68, 2.71, -2.70)  -0.338
H (2.70, -0.12, -1.76)  0.109
H (-0.42, -1.71, -4.39)  0.372
H (-0.43, 0.95, -4.63)  0.379
Cl (-4.75, 0.31, 1.62)  -0.209
C (3.54, 2.78, -2.53)  -1.191
C (1.11, 3.79, -4.12)  -0.971
C (3.58, -3.06, -1.97)  -1.121
C (1.17, -4.39, -3.38)  -1.041
H (1.72, 3.53, -5.00)  0.360
H (1.27, 4.86, -3.90)  0.331
H (0.05, 3.65, -4.38)  0.295
H (3.87, 2.31, -1.59)  0.293
H (3.91, 3.81, -2.54)  0.368
H (4.01, 2.24, -3.37)  0.317
H (1.75, -4.26, -4.31)  0.364
H (0.10, -4.33, -3.64)  0.290
H (1.37, -5.40, -2.99)  0.333
H (4.04, -2.63, -2.87)  0.321
H (3.96, -4.08, -1.84)  0.383
H (3.88, -2.47, -1.10)  0.218
C (0.92, 3.38, -1.07)  -0.922
C (0.98, -3.44, -0.44)  -0.879
P (-0.78, 2.82, -0.68)  0.126
H (0.98, 4.49, -1.09)  0.728
H (1.59, 3.05, -0.25)  0.390
P (-0.71, -2.80, -0.16)  -0.012
H (1.66, -2.97, 0.30)  0.249
H (1.02, -4.53, -0.26)  0.760
C (-1.26, -3.45, 1.52)  0.776
C (-1.76, -3.75, -1.37)  1.366
C (-1.83, 3.55, -2.04)  1.402
C (-1.30, 3.77, 0.88)  0.685
C (-1.29, 2.85, 2.11)  -1.256
H (-2.34, 4.06, 0.67)  0.481
C (-0.45, 5.01, 1.14)  -1.674
H (0.60, 4.73, 1.32)  0.279
H (-0.83, 5.50, 2.05)  0.512
H (-0.49, 5.74, 0.32)  0.328
H (-1.98, 2.00, 1.99)  -0.032
H (-1.59, 3.39, 3.01)  0.673
H (-0.28, 2.44, 2.29)  0.132
H (-1.37, 3.16, -2.97)  -0.344
C (-1.79, 5.07, -2.07)  -1.516
C (-3.25, 3.00, -1.98)  -1.454
H (-0.78, 5.47, -2.22)  0.293
H (-2.20, 5.50, -1.15)  0.281
H (-2.41, 5.43, -2.91)  0.481
H (-3.31, 1.93, -2.21)  0.192
H (-3.88, 3.52, -2.71)  0.491
H (-3.72, 3.16, -0.99)  0.263
H (-1.31, -3.53, -2.35)  -0.367
C (-3.19, -3.20, -1.41)  -1.509
C (-1.74, -5.26, -1.15)  -1.547
H (-0.74, -5.69, -1.22)  0.298
H (-2.35, -5.74, -1.92)  0.476
H (-2.17, -5.53, -0.17)  0.287
H (-3.25, -2.19, -1.83)  0.184
H (-3.66, -3.19, -0.42)  0.295
H (-3.82, -3.83, -2.06)  0.485
C (-1.27, -2.32, 2.56)  -1.329
C (-0.43, -4.63, 2.03)  -1.690
H (-2.30, -3.77, 1.35)  0.495
H (0.62, -4.34, 2.16)  0.292
H (-0.48, -5.50, 1.35)  0.344
H (-0.84, -4.95, 3.00)  0.493
H (-0.25, -1.96, 2.78)  0.185
H (-1.70, -2.67, 3.51)  0.616
H (-1.87, -1.45, 2.24)  -0.052
C (-4.29, 0.03, -0.09)  2.046
H (-5.04, -0.03, -0.92)  0.419
H (-3.65, -0.88, -0.10)  -1.134
H (-3.52, 0.82, -0.31)  -1.275
O (2.57, -0.78, 1.01)  -0.515
C (1.82, -0.03, 1.64)  -0.777
O (0.85, 0.74, 1.12)  0.049
C (1.92, 0.03, 3.17)  0.441
C (0.77, 0.28, 3.92)  0.138
C (0.82, 0.39, 5.33)  -0.838
C (2.05, 0.31, 5.98)  -0.597
C (3.23, 0.07, 5.24)  -0.528
C (3.16, -0.10, 3.84)  -0.194
N (4.53, 0.04, 5.83)  0.946
O (4.62, 0.21, 7.06)  -0.589
O (5.52, -0.14, 5.08)  -0.568
N (-0.41, 0.60, 6.05)  0.996
O (-1.45, 0.67, 5.36)  -0.573
O (-0.41, 0.70, 7.29)  -0.607
H (-0.21, 0.39, 3.46)  0.852
H (2.14, 0.44, 7.05)  0.615
H (4.03, -0.33, 3.23)  0.719

(3)
Molecular formula: C8H11NOS
Method: DFT, ωB97M-V with the def2-TZVPD basis set

## Properties
**Lowest unoccupied orbital energy (alpha / beta)**: 0.30 / 0.29 eV
**Gap between HOMO and LUMO (alpha / beta)**: 0.292 / 0.292 Ha
**E_HOMO (alpha / beta)**: -7.66 / -7.65 eV

Last column: Mulliken charge in e.
CARTESIAN COORDINATES (ANGSTROEM)
C (2.42, 1.69, -1.72)  -0.548
C (3.50, 1.30, -0.99)  -0.271
C (1.35, 0.87, -0.02)  -0.039
C (-0.85, -0.01, 1.02)  0.285
C (-0.95, -1.32, 0.78)  0.775
C (-2.23, -2.01, 0.80)  -1.570
C (0.32, -2.13, 0.22)  -1.214
C (-1.79, 1.99, 0.21)  -0.620
N (1.20, 1.43, -1.16)  -0.330
O (-1.33, 1.18, 1.33)  -0.354
S (2.97, 0.65, 0.52)  -0.134
H (2.45, 1.99, -2.71)  0.429
H (4.50, 1.67, -1.08)  0.394
H (-2.85, -1.54, 1.47)  0.479
H (-2.10, -2.93, 1.37)  0.439
H (-2.68, -2.13, -0.14)  0.323
H (0.89, -2.30, 1.08)  0.339
H (-0.16, -3.13, -0.12)  0.346
H (0.78, -1.61, -0.63)  0.365
H (-1.53, 2.95, 0.53)  0.272
H (-2.75, 1.72, -0.11)  0.318
H (-1.15, 1.65, -0.64)  0.315

(4)
Molecular formula: C26H33Cl5N2OPtSi3
Method: DFT, ωB97M-V with the def2-TZVPD basis set

## Properties
**Charge**: -2
**Lowest unoccupied orbital energy**: 4.10 eV
**Gap between HOMO and LUMO**: 0.185 Ha
**E_HOMO**: -0.95 eV

Last column: Mulliken charge in e.
CARTESIAN COORDINATES (ANGSTROEM)
Pt (0.05, -0.19, -0.54)  0.665
C (1.79, -0.92, 2.89)  -1.167
Si (2.09, 0.53, 1.71)  0.544
C (0.89, 1.87, 2.29)  -0.793
C (3.80, 1.21, 2.22)  -1.231
C (2.05, 0.04, -0.06)  1.003
Si (2.39, 1.32, -1.33)  -0.433
C (2.00, 0.98, -3.15)  -1.068
C (4.26, 1.76, -1.41)  -1.283
C (1.67, 3.05, -0.96)  -1.054
Si (2.57, -1.66, -0.45)  -0.543
C (2.67, -2.13, -2.28)  -1.062
C (4.37, -1.95, 0.15)  -1.242
C (1.66, -3.18, 0.32)  0.985
C (2.29, -4.43, 0.25)  -0.840
C (1.64, -5.56, 0.70)  -0.494
C (0.36, -5.43, 1.23)  -0.518
C (-0.19, -4.16, 1.28)  -0.450
N (0.43, -3.07, 0.84)  0.006
H (1.86, -0.56, 3.93)  0.413
H (2.52, -1.72, 2.77)  0.228
H (0.80, -1.33, 2.72)  0.197
H (1.22, 2.27, 3.26)  0.361
H (-0.10, 1.42, 2.41)  0.034
H (0.80, 2.69, 1.58)  0.222
H (3.86, 1.33, 3.31)  0.336
H (3.97, 2.19, 1.77)  0.275
H (4.61, 0.55, 1.90)  0.301
H (2.85, 0.52, -3.67)  0.292
H (1.78, 1.93, -3.64)  0.390
H (1.13, 0.33, -3.25)  0.205
H (4.83, 0.87, -1.71)  0.235
H (4.65, 2.08, -0.44)  0.283
H (4.46, 2.55, -2.14)  0.319
H (-0.20, 2.13, -0.88)  -0.547
H (2.03, 3.69, -1.78)  0.585
H (2.12, 3.46, -0.04)  0.521
H (3.40, -1.51, -2.81)  0.245
H (1.70, -2.02, -2.76)  0.230
H (3.00, -3.18, -2.37)  0.352
H (4.98, -1.11, -0.19)  0.228
H (4.83, -2.87, -0.22)  0.396
H (4.42, -1.96, 1.25)  0.298
H (3.28, -4.51, -0.17)  0.180
H (2.12, -6.54, 0.64)  0.383
H (-0.19, -6.29, 1.59)  0.369
H (-1.18, -4.01, 1.69)  0.377
Cl (-7.58, -1.07, 0.44)  -0.252
C (-5.92, -0.91, -0.03)  0.268
C (-5.03, -0.14, 0.72)  0.133
Cl (-5.62, 0.68, 2.14)  -0.231
C (-3.70, 0.00, 0.36)  0.405
Cl (-2.63, 0.99, 1.28)  -0.098
C (-3.15, -0.66, -0.79)  -0.568
O (-1.96, -0.59, -1.17)  -0.911
C (-4.11, -1.43, -1.54)  0.298
Cl (-3.50, -2.22, -2.96)  -0.215
C (-5.43, -1.55, -1.17)  0.191
Cl (-6.51, -2.51, -2.13)  -0.234
N (0.23, 3.06, -0.91)  0.596
C (-0.54, 4.17, -0.92)  0.553
C (0.00, 5.47, -0.93)  -0.559
C (-0.84, 6.58, -0.95)  -0.507
C (-2.22, 6.45, -0.94)  -0.534
C (-2.76, 5.16, -0.92)  -0.469
C (-1.95, 4.04, -0.92)  -0.331
H (1.07, 5.60, -0.92)  0.359
H (-0.39, 7.57, -0.95)  0.317
H (-2.86, 7.32, -0.95)  0.341
H (-3.83, 5.02, -0.91)  0.372
H (-2.37, 3.05, -0.89)  0.343

(5)
Molecular formula: C5H9I
Method: DFT, ωB97M-V with the def2-TZVPD basis set

## Properties
**Lowest unoccupied orbital energy**: -0.98 eV
**Gap between HOMO and LUMO**: 0.279 Ha
**E_HOMO**: -8.57 eV

Last column: Mulliken charge in e.
CARTESIAN COORDINATES (ANGSTROEM)
C (-2.25, -1.58, -0.54)  -0.768
C (-1.02, -1.35, -0.04)  0.155
C (0.25, -1.02, -0.61)  -0.884
C (0.96, 1.75, 1.08)  -0.713
C (1.89, 1.18, 0.02)  -0.331
I (2.48, 2.67, -1.31)  0.057
H (-3.15, -2.00, -0.07)  0.240
H (-2.53, -1.43, -1.56)  0.256
H (0.52, -1.07, -1.72)  0.335
H (0.48, 0.05, -0.59)  0.079
H (1.14, -1.15, 0.03)  0.437
H (1.32, 1.23, 2.12)  0.239
H (0.83, 2.88, 1.24)  0.385
H (-0.06, 1.39, 0.91)  0.273
H (-0.85, -1.53, 1.03)  0.242

(6)
Molecular formula: C10H14N3
Method: DFT, ωB97M-V with the def2-TZVPD basis set

## Properties
**Charge**: +1
**Lowest unoccupied orbital energy**: -3.98 eV
**Gap between HOMO and LUMO**: 0.330 Ha
**E_HOMO**: -12.97 eV

Last column: Mulliken charge in e.
CARTESIAN COORDINATES (ANGSTROEM)
C (-0.55, 0.46, 2.96)  -0.365
C (-1.80, 0.68, 2.49)  -0.878
C (0.40, 0.51, 1.83)  -0.580
C (-1.69, 0.65, 1.06)  0.777
C (-1.20, 0.91, -1.74)  -0.341
C (-2.78, 0.74, 0.04)  -0.601
C (1.32, 0.56, -1.23)  -0.704
C (2.12, -0.76, -1.17)  -0.860
C (-0.06, -1.42, -0.93)  -0.734
C (-0.10, 0.15, -1.12)  1.295
N (-2.32, 1.11, -1.28)  -0.466
N (-0.48, 0.60, 0.72)  -0.109
N (1.24, -1.60, -0.41)  -0.258
H (-0.28, 0.14, 3.99)  0.420
H (-2.72, 0.66, 3.12)  0.377
H (1.08, 1.29, 1.61)  0.407
H (-1.01, 1.49, -2.71)  0.359
H (-3.31, -0.21, -0.06)  0.294
H (-3.50, 1.51, 0.38)  0.405
H (1.55, 1.06, -0.36)  0.033
H (1.37, 1.26, -2.02)  0.544
H (2.36, -1.13, -2.14)  0.383
H (3.11, -0.69, -0.82)  0.470
H (-0.69, -1.92, -0.18)  0.332
H (-0.13, -1.95, -2.05)  0.287
H (1.46, -2.57, -0.40)  0.243
H (0.97, -0.54, 1.76)  0.272

Number 1: F_max 9.40 eV Å⁻¹, DFT total energy -326.56532 Eh. Number 2: F_max 3.26 eV Å⁻¹, DFT total energy -3710.01077 Eh. Number 3: F_max 4.35 eV Å⁻¹, DFT total energy -839.39041 Eh. Number 4: F_max 0.17 eV Å⁻¹, DFT total energy -4484.21117 Eh. Number 5: F_max 3.97 eV Å⁻¹, DFT total energy -493.39198 Eh. Number 6: F_max 4.59 eV Å⁻¹, DFT total energy -553.35106 Eh.